No. 1
Computed, not measured: an isolated ion of composition C15H24NO2 and charge +1, with wB97M-V/def2-TZVPD.

The geometry in XYZ format:
```
42
Properties=species:S:1:pos:R:3:forces:R:3
C 0.772 1.862 1.835 0.132 0.086 0.183
C 0.721 2.263 0.577 -0.088 0.003 -0.073
C -0.550 2.507 -0.177 0.010 -0.030 0.002
C -0.568 1.807 -1.510 -0.097 -0.196 0.167
C -0.510 2.511 -2.704 -0.018 -0.105 0.005
C -0.548 1.856 -3.923 0.016 0.009 -0.082
C -0.644 0.476 -3.967 -0.024 0.035 -0.013
C -0.691 -0.249 -2.789 -0.003 -0.097 0.273
C -0.649 0.417 -1.575 0.048 0.152 -0.157
O -0.631 -0.292 -0.365 -0.008 0.140 -0.336
C -1.756 -1.108 -0.083 -0.379 -0.212 0.314
H -2.680 -0.534 -0.223 0.081 -0.027 -0.002
H -1.792 -1.980 -0.747 -0.010 0.069 0.043
C -1.658 -1.587 1.379 0.109 -0.188 -0.620
O -1.673 -0.520 2.296 0.032 0.143 0.195
H -2.526 -0.073 2.279 -0.006 0.002 0.023
C -0.341 -2.332 1.640 -0.764 -0.174 0.171
N 0.768 -1.358 1.575 -0.116 0.407 -0.171
H 0.607 -0.816 0.692 0.182 -0.084 0.385
H 0.624 -0.669 2.327 0.093 -0.095 -0.246
C 2.150 -1.917 1.635 0.592 -0.066 0.138
C 2.489 -2.307 3.064 -0.139 -0.121 -0.183
H 1.822 -3.077 3.441 -0.054 -0.083 0.101
H 3.501 -2.701 3.105 0.078 -0.027 -0.013
H 2.441 -1.442 3.721 -0.001 0.133 0.091
C 3.116 -0.878 1.085 -0.103 -0.124 -0.029
H 2.833 -0.571 0.081 -0.011 0.073 -0.124
H 4.117 -1.296 1.039 0.071 -0.069 0.013
H 3.149 0.000 1.724 -0.002 0.116 0.071
H 2.164 -2.802 0.992 -0.144 0.111 0.029
H -0.189 -3.108 0.889 0.097 0.075 0.032
H -0.374 -2.788 2.631 0.119 0.035 -0.095
H -2.494 -2.277 1.560 0.182 0.013 -0.070
H -0.756 -1.326 -2.816 0.016 -0.122 0.004
H -0.678 -0.039 -4.914 -0.002 -0.049 -0.094
H -0.508 2.424 -4.839 0.006 0.056 -0.093
H -0.443 3.589 -2.677 -0.002 0.122 0.026
H -1.398 2.179 0.429 -0.005 0.085 0.024
H -0.648 3.582 -0.345 -0.085 -0.020 -0.002
H 1.629 2.460 0.023 0.195 0.034 -0.007
H 1.708 1.761 2.361 0.231 0.021 0.065
H -0.123 1.683 2.409 -0.229 -0.033 0.056
```
Forces are in eV/Å.

Results
LUMO energy, eV: -2.31
M, g/mol: 250.36
Net charge: +1
ΔE to the lowest compared entry with this formula, charge and spin, kcal/mol: 18.2


No. 2
Computed, not measured: C38H40CsN5O4SSb as an isolated structure, with wB97M-V/def2-TZVPD.

The geometry in XYZ format:
```
90
Properties=species:S:1:pos:R:3:forces:R:3
Cs -0.148 -2.555 -1.329 0.306 0.168 -0.283
C -0.725 -3.155 2.268 -0.455 -0.755 0.146
C -0.040 -2.151 3.139 -0.781 -0.175 0.071
C -0.358 -2.035 4.495 -0.167 -0.515 0.270
C 0.242 -1.049 5.254 0.501 -0.037 -1.292
C 1.180 -0.242 4.601 -0.033 0.321 0.159
C 1.428 -0.402 3.255 -0.090 -0.362 -0.816
N 0.794 -1.334 2.518 0.557 0.525 0.051
Sb 2.907 0.863 2.276 -0.421 0.353 0.776
C 1.611 1.918 0.920 -0.380 -0.675 -0.297
C 1.555 3.295 1.062 0.515 0.097 -0.067
C 0.827 4.013 0.139 -0.824 -0.798 -0.543
C 0.099 3.330 -0.830 0.446 0.162 -0.082
C 0.200 1.936 -0.916 -0.750 0.274 0.267
C -0.637 1.201 -1.929 0.721 -1.551 1.079
N 0.921 1.249 -0.022 0.350 0.040 -0.016
C 3.929 -0.505 1.026 -0.096 -0.177 -0.378
C 5.304 -0.447 1.127 0.219 -0.517 -0.085
C 6.099 -1.341 0.405 -1.165 1.208 0.477
C 5.450 -2.222 -0.400 0.510 -0.642 -0.957
C 4.064 -2.193 -0.506 -0.696 -0.141 -0.129
C 3.323 -3.152 -1.394 0.599 -0.478 -0.361
N 3.312 -1.347 0.200 -0.070 -0.244 -0.087
H -1.109 -4.061 2.800 0.437 0.777 -0.285
H -0.027 -3.476 1.501 0.030 -0.266 -0.060
H -1.582 -2.702 1.753 0.084 0.034 0.147
H -1.062 -2.778 4.891 0.277 0.530 0.072
H 0.032 -0.894 6.281 -0.244 0.005 0.784
H 1.702 0.567 5.090 -0.008 -0.015 0.398
H 2.129 3.813 1.825 -0.043 -0.166 -0.013
H 0.790 5.070 0.171 -0.040 0.978 0.112
H -0.518 3.851 -1.561 0.201 0.012 0.156
H -1.269 1.855 -2.470 -0.604 0.788 -0.571
H -1.278 0.478 -1.382 0.283 0.394 -0.310
H -0.061 0.585 -2.658 -0.048 0.556 0.382
H 5.734 0.266 1.786 0.466 0.533 0.456
H 7.151 -1.232 0.422 0.975 -0.207 0.101
H 6.043 -2.885 -1.029 -0.334 -0.061 0.108
H 4.003 -3.951 -1.730 -0.194 0.208 0.115
H 2.950 -2.684 -2.327 -0.011 0.024 0.607
H 2.536 -3.646 -0.813 -0.061 0.098 -0.286
O 1.238 -1.154 -6.040 0.156 -0.092 0.012
C 1.368 -0.706 -4.898 0.504 0.025 0.589
O 0.475 -0.264 -4.125 0.150 -0.366 -0.046
C 2.848 -0.634 -4.331 -0.919 -0.226 -1.214
C 3.849 -1.268 -5.070 0.530 0.320 0.697
C 5.184 -1.035 -4.762 -0.239 0.217 0.561
C 5.514 -0.184 -3.678 0.834 -0.294 -1.597
C 4.523 0.450 -2.966 0.024 -0.802 0.047
C 3.192 0.186 -3.282 0.096 0.608 0.266
H 3.570 -1.915 -5.876 -0.190 -0.097 -0.391
H 5.947 -1.493 -5.389 0.058 0.099 0.274
H 6.574 0.076 -3.556 -0.437 -0.210 0.324
H 4.811 1.071 -2.140 -0.153 0.410 0.257
H 2.424 0.723 -2.754 -0.365 -0.031 0.176
C -4.253 3.492 -2.223 -0.147 -0.914 0.181
C -4.460 1.985 -2.374 -0.256 -0.075 0.364
C -4.682 1.286 -1.054 -0.780 -0.081 0.499
N -3.571 1.405 -0.154 0.757 -0.024 0.721
C -2.973 0.356 0.422 0.076 -0.263 -0.008
S -3.121 -1.229 -0.069 -0.209 0.130 0.022
N -2.159 0.651 1.517 1.249 0.007 0.732
C -2.478 1.437 2.633 -0.190 -1.009 -0.885
O -1.722 1.585 3.549 0.808 0.093 0.459
C -3.821 2.025 2.626 -1.915 1.321 -0.616
C -3.875 3.441 2.660 -0.018 -0.959 0.454
C -5.093 4.084 2.554 -0.297 1.756 -0.100
C -6.261 3.386 2.356 -0.663 -0.017 -0.286
C -6.221 1.998 2.306 -0.327 -0.588 -0.271
C -5.027 1.290 2.413 1.039 1.325 0.648
H -4.111 3.911 -3.198 -0.047 0.541 -0.461
H -3.380 3.726 -1.631 0.373 0.068 0.203
H -5.123 3.907 -1.722 -0.132 0.327 -0.075
H -3.624 1.485 -2.855 0.141 0.120 -0.282
H -5.361 1.812 -2.963 0.055 -0.048 -0.234
H -4.830 0.226 -1.135 0.078 -0.561 -0.646
H -5.613 1.583 -0.538 0.310 0.559 -0.114
H -3.292 2.313 0.200 -0.207 -0.124 -0.149
H -1.280 0.101 1.650 -1.026 0.403 -0.335
H -2.978 4.037 2.799 0.063 -0.278 -0.019
H -5.183 5.200 2.592 0.439 -1.136 -0.035
H -7.199 3.945 2.172 0.612 -0.567 0.311
H -7.143 1.449 2.113 0.211 0.075 0.128
H -4.999 0.212 2.354 -0.028 -0.077 -0.072
C 0.942 -6.086 1.117 0.394 -0.376 -0.894
C 0.479 -5.624 -0.324 -0.051 1.227 0.252
O 0.099 -6.472 -1.120 0.008 -0.545 0.332
H 1.778 -6.772 0.944 0.076 -0.193 0.077
H 0.178 -6.618 1.684 -0.267 -0.028 0.107
H 1.338 -5.229 1.656 -0.135 0.046 0.219
```
Forces are in eV/Å.

Results
LUMO energy, eV: 1.77
M, g/mol: 917.50
Net charge: -1
ΔE to the lowest compared entry with this formula, charge and spin, kcal/mol: 11.6


No. 3
Computed, not measured: C22H26F3N3O4 as an isolated structure, with wB97M-V/def2-TZVPD.

The geometry in XYZ format:
```
58
Properties=species:S:1:pos:R:3:forces:R:3
C 3.370 3.065 0.069 0.485 3.358 -3.896
H 3.522 4.143 -0.043 0.001 -0.031 0.890
O 2.223 2.825 -0.584 -5.458 -4.130 -1.610
C 1.780 1.382 -0.708 -0.573 -0.538 -1.387
C 2.575 0.190 -0.446 2.453 9.717 3.836
C 2.109 -1.044 -0.426 -1.473 -4.510 -0.540
C 0.842 -1.362 -0.884 1.067 12.688 -0.981
C 0.079 -0.181 -1.557 1.048 -3.687 2.713
C 0.418 1.149 -1.348 5.806 -2.998 2.962
O -0.361 2.040 -1.733 -3.605 5.837 -2.121
C -0.802 3.352 -0.842 0.277 -4.125 -1.282
H -1.290 4.018 -1.605 0.491 -0.790 1.002
C -1.762 2.576 0.080 1.426 10.868 6.870
O -1.880 3.447 1.272 0.372 -5.276 -5.859
N -2.549 1.687 -0.343 -6.107 1.960 10.485
C -3.653 1.026 0.564 5.858 -5.442 -14.684
C -4.169 -0.163 -0.167 -1.789 4.114 8.006
C -5.289 -0.722 0.474 4.145 0.267 -9.449
C -5.594 -0.189 1.589 -8.456 -1.104 11.664
C -5.103 0.803 2.417 2.430 -1.215 -6.576
C -4.071 1.429 1.615 -2.944 7.769 16.015
H -3.660 2.349 2.367 -0.360 -2.196 -3.317
H -5.415 1.168 3.337 -0.640 0.180 1.328
H -6.580 -0.775 2.290 2.611 1.455 -2.653
C -5.944 -1.611 -0.586 6.262 -4.382 12.845
F -6.363 -2.694 0.463 0.447 -0.166 -0.113
F -6.968 -1.515 -1.082 -10.632 3.536 -6.862
F -5.095 -2.259 -1.235 2.972 -1.196 -3.288
H -3.952 -0.340 -1.090 1.811 -1.193 -5.356
H -2.256 1.295 -1.056 2.864 -5.346 -8.908
H 0.135 3.692 -0.406 -0.519 0.140 0.219
H -0.882 -0.438 -2.025 0.469 0.321 0.078
H 0.667 -2.223 -1.160 -2.357 -8.650 -2.110
C 2.990 -2.247 -0.089 2.251 7.092 -0.746
O 2.486 -3.256 0.249 0.632 -2.645 0.581
N 4.385 -1.709 -0.071 -4.756 -11.191 6.044
H 4.779 -1.006 -0.501 1.977 4.402 -2.744
C 5.294 -2.908 0.532 1.419 4.334 -6.972
H 4.717 -3.694 0.756 -2.401 -2.425 1.706
H 5.667 -3.198 -0.539 0.295 -0.299 1.940
C 6.436 -2.447 1.374 -8.714 8.276 -0.158
H 5.731 -1.903 2.345 2.915 -1.717 -2.297
H 6.912 -3.229 1.553 4.828 -6.431 2.509
C 7.166 -1.435 0.574 3.291 4.121 2.026
N 6.368 -0.009 0.178 2.466 -4.361 3.474
C 6.439 0.670 1.431 -5.703 -2.547 1.503
H 5.773 0.073 2.212 1.789 1.355 -1.289
H 5.880 1.501 1.221 -2.042 2.648 -0.011
H 7.264 1.109 1.808 3.784 0.283 1.070
C 6.996 0.768 -0.740 7.525 -2.611 -4.829
H 7.220 0.152 -1.745 -0.933 1.159 1.921
H 6.557 1.633 -1.056 -1.557 2.347 -0.245
H 8.327 1.087 -0.605 -3.569 -0.663 0.470
H 7.656 -1.779 -0.300 -0.085 -0.708 -1.135
H 8.205 -1.142 1.301 -2.883 -0.166 -2.082
H 3.541 0.678 0.381 -2.507 -2.403 -2.976
H 3.390 2.660 0.950 0.385 -1.757 5.493
H 4.053 2.659 -0.566 3.213 -1.324 -1.175
```
Forces are in eV/Å.

Results
LUMO energy, eV: -0.11
M, g/mol: 453.46
ΔE to the lowest compared entry with this formula, charge and spin, kcal/mol: 511.8


No. 4
Computed, not measured: one molecule with the formula C22H23NO3, with wB97M-V/def2-TZVPD.

The geometry in XYZ format:
```
49
Properties=species:S:1:pos:R:3:forces:R:3
C 0.510 1.371 -4.009 -0.009 0.133 -0.250
O 0.379 0.700 -2.784 0.259 -0.202 0.633
C 1.387 0.851 -1.852 -0.132 0.017 -0.090
C 2.489 1.668 -2.001 -0.218 -0.075 -0.194
C 3.439 1.760 -0.993 0.086 -0.091 0.249
C 3.291 1.039 0.184 -0.125 0.149 -0.370
C 2.177 0.215 0.334 -0.120 0.044 -0.116
C 1.221 0.100 -0.666 0.127 0.052 -0.151
N 0.148 -0.750 -0.572 -0.371 0.046 -0.296
H -0.532 -0.643 -1.308 0.030 -0.034 0.059
C -0.367 -1.224 0.695 0.192 -0.031 0.082
C -1.798 -1.659 0.545 0.022 -0.104 0.004
C -2.193 -2.968 0.755 0.058 0.174 -0.010
C -3.518 -3.321 0.587 -0.238 0.198 -0.080
C -4.484 -2.397 0.199 0.115 -0.163 0.061
C -4.088 -1.064 -0.020 -0.158 0.094 -0.067
C -2.755 -0.726 0.161 -0.047 0.013 0.008
H -2.436 0.293 0.006 -0.009 0.140 -0.031
O -5.042 -0.150 -0.404 0.088 -0.504 0.141
C -4.649 1.178 -0.641 0.053 0.220 -0.038
H -5.558 1.698 -0.941 0.096 0.021 0.015
H -3.913 1.245 -1.448 -0.007 -0.002 0.047
H -4.246 1.649 0.262 0.008 -0.021 -0.047
O -5.735 -2.926 0.080 0.356 -0.036 0.083
C -6.837 -2.142 -0.316 -0.461 0.161 -0.127
H -7.683 -2.830 -0.324 0.042 0.065 -0.007
H -6.699 -1.724 -1.315 -0.032 -0.032 0.086
H -7.034 -1.333 0.390 -0.003 -0.070 -0.072
H -3.845 -4.335 0.749 -0.061 -0.121 0.009
H -1.472 -3.714 1.051 0.103 -0.087 0.025
H -0.305 -0.426 1.452 0.063 -0.083 -0.045
H 0.241 -2.067 1.045 -0.109 0.089 0.109
H 2.076 -0.373 1.232 -0.019 -0.102 0.101
C 4.290 1.138 1.258 0.193 0.021 0.202
C 5.651 1.167 0.963 -0.073 -0.001 -0.025
C 6.591 1.259 1.973 0.106 0.038 0.030
C 6.188 1.327 3.296 0.066 0.006 0.071
C 4.837 1.301 3.602 0.024 -0.019 0.117
C 3.897 1.206 2.593 -0.020 -0.015 -0.079
H 2.845 1.203 2.838 -0.096 0.007 0.008
H 4.516 1.358 4.632 -0.026 0.012 0.064
H 6.922 1.399 4.085 0.052 0.005 0.055
H 7.643 1.274 1.728 0.068 -0.007 -0.021
H 5.972 1.097 -0.066 0.014 -0.020 -0.091
H 4.283 2.419 -1.123 0.082 0.063 0.008
H 2.624 2.251 -2.898 -0.043 0.033 -0.092
H -0.361 1.085 -4.598 0.083 0.058 -0.002
H 0.514 2.458 -3.877 0.018 -0.056 -0.002
H 1.419 1.067 -4.539 -0.026 0.020 0.032
```
Forces are in eV/Å.

Results
LUMO energy, eV: 0.63
M, g/mol: 349.43
ΔE to the lowest compared entry with this formula, charge and spin, kcal/mol: 45.4


No. 5
Computed, not measured: a 2-piece molecular cluster, CH7O2 overall, with wB97M-V/def2-TZVPD.

The geometry in XYZ format:
```
10
Properties=species:S:1:pos:R:3:forces:R:3
O 0.057 -0.574 -1.891 0.290 -0.244 -0.430
H -0.491 -0.408 -2.688 0.382 -0.135 0.691
H 0.872 -1.029 -2.196 -0.738 0.411 0.201
H -0.311 -0.474 -0.348 0.056 0.043 -0.106
C 0.107 0.851 1.273 -0.143 -0.605 -0.001
O -0.462 -0.390 0.663 -0.199 -0.382 -1.195
H 0.931 0.542 1.901 -0.013 0.203 0.187
H -0.737 1.297 1.777 0.119 0.172 0.328
H 0.435 1.460 0.441 0.051 -0.021 -0.083
H -0.401 -1.275 1.069 0.196 0.558 0.406
```
Forces are in eV/Å.

Results
LUMO energy, eV: -3.91
M, g/mol: 51.07
Net charge: +1
ΔE to the lowest compared entry with this formula, charge and spin, kcal/mol: 2.2


No. 6
Computed, not measured: one molecule with the formula C3H5NO2, with wB97M-V/def2-TZVPD.

The geometry in XYZ format:
```
11
Properties=species:S:1:pos:R:3:forces:R:3
O -0.323 -1.569 -1.568 -0.068 0.284 -0.171
C -0.066 -0.316 -1.265 0.191 -0.361 0.208
C 0.818 -0.341 -0.029 -0.089 0.009 -0.052
N 0.411 0.705 0.884 -0.062 0.212 0.100
C -0.892 1.074 1.026 0.000 0.085 0.112
O -1.280 2.031 1.660 0.147 -0.308 -0.132
H -0.877 -1.563 -2.364 0.128 -0.101 0.073
H -1.578 0.378 0.503 0.025 0.142 0.072
H 0.876 -1.328 0.457 -0.077 0.132 -0.112
H 1.821 -0.101 -0.411 -0.146 -0.035 0.001
H 1.095 1.303 1.325 -0.049 -0.060 -0.099
```
Forces are in eV/Å.

Results
LUMO energy, eV: 0.51
M, g/mol: 87.08
ΔE to the lowest compared entry with this formula, charge and spin, kcal/mol: 72.4